One molecule with the formula C17H19N3O4S in a non-equilibrium geometry, computed with the ωB97M-V functional and the def2-TZVPD basis.

```
44
Properties=species:S:1:pos:R:3:nbo_charge:R:1
H -5.0487 -0.5890 -2.8399 0.19
H 2.9455 -3.0202 -1.0746 0.22
O 3.3383 -2.1738 0.7693 -0.40
C 5.3863 0.6456 -0.0996 -0.25
H 1.5619 -1.0807 1.2432 0.40
C 6.6770 2.4537 -0.7496 -0.27
C 1.0794 -2.3700 -0.2420 0.63
H 4.4811 -1.2589 2.6091 0.24
C -4.7513 1.6113 0.9356 -0.28
H -1.4422 -1.4565 -0.7163 0.23
C -2.5092 0.9673 1.4531 -0.18
C -1.3538 -0.7478 0.0997 0.05
H 6.5424 1.7817 1.3308 0.22
C -4.6476 -1.3821 -2.2061 -0.24
S 5.1169 0.7155 -1.8130 0.49
C -2.5173 0.0711 0.3827 -0.15
H 6.0622 -0.4976 2.3574 0.23
C -3.6193 1.7274 1.7296 -0.22
H -7.7548 1.1130 -1.4478 0.20
C 6.1553 2.0752 -1.9478 -0.40
H 7.3494 3.2835 -0.6250 0.22
N 0.8162 -1.3489 0.6100 -0.44
C -4.7892 0.7391 -0.1428 0.21
H -5.4429 -1.7737 -1.5685 0.18
N 3.9813 -1.1702 0.0432 -0.15
O -3.5414 -0.9432 -1.4509 -0.51
H -4.2559 -2.1847 -2.8314 0.19
H -5.6102 2.2210 1.1646 0.22
H 2.4279 -3.9235 0.3708 0.22
C 4.7380 -0.3722 0.6895 0.20
H 6.3218 2.5195 -2.9090 0.24
H -1.6137 1.0351 2.0477 0.23
C 2.5017 -2.9286 -0.0783 -0.16
N -0.3010 -0.6068 0.8086 -0.25
C -3.6613 -0.0567 -0.4301 0.35
H -7.4424 1.1532 0.3045 0.18
C -7.0293 1.3862 -0.6824 -0.25
O -5.8866 0.6191 -0.9631 -0.51
H 4.6363 0.5097 2.6293 0.23
H -6.8236 2.4596 -0.7487 0.18
O 0.3123 -2.8509 -1.0465 -0.61
C 4.9945 -0.4090 2.1671 -0.68
C 6.2390 1.6382 0.3096 -0.22
H -3.6229 2.4189 2.5580 0.21
```

Properties
SMILES: COc1cccc(/C=N/NC(=O)CO/N=C(\C)c2cccs2)c1OC
Energy relative to the best compared isomer or geometry (same formula, charge and spin) (eV): 5.218
LUMO energy (eV): 0.387
Net charge: 0
Kohn-Sham gap (eV): 8.358
HOMO level (Ha): -0.2929
F_max (eV Å⁻¹): 1.2

=====

One molecule with the formula C3H5N3O, computed with the ωB97M-V functional and the def2-TZVPD basis.

```
12
Properties=species:S:1:pos:R:3:nbo_charge:R:1
C -0.3551 0.1229 -0.0609 0.80
C 0.7687 1.2822 1.5547 0.10
C -1.2774 -1.3697 -1.4743 0.27
N 0.3758 1.0561 0.1697 -0.53
O 1.6284 0.2996 2.0338 -0.70
H 1.1818 2.2900 1.5839 0.17
H -1.9630 -2.2184 -1.4899 0.17
N -0.6527 -0.8598 -2.4561 -0.67
H -0.8560 -1.3571 -3.3153 0.35
N -1.1573 -0.7930 -0.2214 -0.59
H 2.4345 0.3329 1.5042 0.47
H -0.1277 1.2142 2.1716 0.17
```

Properties
SMILES: [H]/N=C/N=C=NCO
Energy relative to the best compared isomer or geometry (same formula, charge and spin) (eV): 2.561
LUMO energy (eV): 0.780
Net charge: 0
Kohn-Sham gap (eV): 10.235
HOMO level (Ha): -0.3475
F_max (eV Å⁻¹): 0.8

=====

An isolated ion of composition C20H10F4NO4S and charge -1 in a non-equilibrium geometry, computed with the ωB97M-V functional and the def2-TZVPD basis.

```
40
Properties=species:S:1:pos:R:3:nbo_charge:R:1
C -1.4812 0.2354 -2.4433 -0.23
H -2.7797 0.6343 -5.5399 0.21
C -4.6189 -3.9156 0.2437 -0.19
H 0.5450 -0.2694 -1.9643 0.25
C -6.9307 -3.8925 1.1056 0.30
C 1.3205 -0.6342 1.7666 0.15
H -3.4439 0.7432 -3.1264 0.24
C -3.4181 -3.2587 0.0074 -0.13
C -2.0418 0.4271 -4.7667 -0.21
H -0.4102 0.0905 -6.1488 0.21
O 0.7770 -2.0470 -0.0461 -0.56
C -0.7181 0.1165 -5.1028 -0.21
F -1.3947 -2.3723 2.0525 -0.36
C -5.6330 -1.8191 0.8800 -0.16
C -5.7147 -3.2050 0.7496 -0.20
C -1.3926 0.0178 1.9745 0.10
O -0.7677 2.0262 3.0373 -0.67
C -0.4709 0.9353 2.5230 0.29
C 0.9270 0.4733 2.4414 0.42
H 1.2463 -0.4314 -4.3263 0.22
H -2.5565 -3.8128 -0.3622 0.21
H -4.7178 -4.9846 0.0466 0.22
C -2.4316 0.4869 -3.4282 -0.23
S -1.8768 0.4720 -0.7007 2.15
H -6.4812 -1.2374 1.2502 0.22
H -4.4532 -0.0764 0.5878 0.27
O -0.7099 1.2136 -0.2741 -0.92
C -1.0714 -1.2481 1.2556 0.20
C -4.4452 -1.1587 0.5595 -0.17
C -0.1695 -0.0838 -2.7614 -0.21
C 0.2143 -0.1621 -4.0985 -0.22
N -7.9185 -4.4519 1.3959 -0.35
O -3.1885 1.0722 -0.6813 -0.95
C -1.9253 -1.2582 -0.0135 -0.49
F 1.8461 1.3272 2.9133 -0.29
F 2.6235 -0.9855 1.7274 -0.32
C -3.3083 -1.8734 0.1945 -0.01
H -1.4080 -1.8115 -0.7990 0.26
F -2.6507 0.0802 2.4276 -0.35
C 0.4154 -1.3577 0.9046 0.50
```

Properties
SMILES: N#Cc1ccc([C@H]([C@@]2(F)C(=O)C(F)=C(F)C([O-])=C2F)S(=O)(=O)c2ccccc2)cc1
Energy relative to the best compared isomer or geometry (same formula, charge and spin) (eV): 0.000
LUMO energy (eV): 2.351
Net charge: -1
Kohn-Sham gap (eV): 6.008
HOMO level (Ha): -0.1344
F_max (eV Å⁻¹): 2.9